No. 1
{
  "formula": "C13H21N6O",
  "method": "ωB97M-V with the def2-TZVPD basis set",
  "elements": ["C", "C", "N", "C", "C", "N", "C", "N", "C", "N", "N", "C", "C", "O", "H", "H", "H", "H", "H", "H", "H", "H", "H", "H", "H", "H", "H", "H", "H", "H", "N", "C", "C", "C", "C", "C", "H", "H", "H", "H", "H"],
  "positions_angstrom": [[-1.4699, 0.4072, -0.0368], [-0.9806, -1.0343, -0.2288], [-1.0270, -1.4517, -1.6342], [0.2589, -1.2934, -2.3517], [0.9084, 0.0582, -2.1400], [1.8434, 0.1259, -1.0047], [2.9539, -0.5808, -0.9561], [3.3972, -1.4187, -1.9095], [4.5330, -1.8981, -1.4636], [4.8452, -1.4089, -0.2579], [3.8448, -0.5636, 0.0750], [-1.4559, -2.7969, -1.7813], [-1.8019, -3.2139, -3.1829], [-1.5294, -3.5792, -0.8585], [-0.6504, 1.1122, 0.0821], [-2.0845, 0.7172, -0.8718], [-2.0734, 0.4756, 0.8618], [-1.6181, -1.6701, 0.3643], [0.0112, -1.1602, 0.2003], [0.9308, -2.1150, -2.1108], [0.0528, -1.3663, -3.4136], [1.4879, 0.2902, -3.0271], [0.1796, 0.8441, -2.0342], [1.6127, 0.7251, -0.2309], [5.1626, -2.6106, -1.9583], [5.6463, -1.6009, 0.3188], [3.7869, -0.0213, 0.9208], [-2.5627, -3.9778, -3.1623], [-2.0553, -2.3757, -3.8181], [-0.9064, -3.6692, -3.6045], [-2.8991, 2.0740, 2.9425], [-2.2927, 1.8919, 4.1143], [-1.4445, 2.8216, 4.6973], [-1.2091, 4.0091, 4.0247], [-1.8306, 4.2170, 2.8039], [-2.6627, 3.2239, 2.3109], [-2.5055, 0.9507, 4.6095], [-0.9860, 2.6198, 5.6554], [-0.5567, 4.7626, 4.4469], [-1.6787, 5.1312, 2.2468], [-3.1738, 3.3489, 1.3623]],
  "forces_ev_per_a": [[0.197, -0.237, 0.177], [-0.216, 0.589, 0.114], [0.502, -0.528, 0.549], [-1.013, 0.188, -0.052], [0.703, -0.277, -0.409], [-0.227, 0.146, 0.121], [0.494, -0.021, 0.342], [-0.100, -0.102, -0.395], [-0.032, 0.251, 0.572], [0.316, -0.505, -0.610], [-1.092, 0.592, -0.130], [-0.320, -0.485, 0.099], [0.719, 0.106, -0.065], [-0.126, 0.530, -0.197], [0.095, 0.274, -0.046], [-0.115, 0.071, -0.197], [-0.056, 0.112, 0.163], [-0.185, -0.391, -0.162], [0.259, -0.154, 0.052], [0.336, 0.013, 0.154], [-0.031, -0.065, -0.225], [0.122, 0.048, -0.168], [-0.206, 0.171, 0.210], [-0.080, 0.010, 0.103], [0.132, -0.149, -0.182], [0.012, 0.102, 0.210], [0.348, -0.143, 0.172], [-0.276, -0.071, 0.034], [-0.274, 0.121, -0.064], [0.081, -0.179, -0.141], [0.151, 0.085, -0.009], [-0.088, -0.119, -0.008], [0.009, 0.013, -0.023], [0.042, 0.035, 0.020], [0.014, -0.002, -0.003], [-0.087, -0.099, -0.046], [0.024, 0.016, 0.043], [-0.016, -0.016, 0.011], [-0.008, 0.006, 0.005], [-0.027, 0.007, -0.007], [0.017, 0.056, -0.010]],
  "mulliken_charge": [-1.16, -0.57, 0.10, -0.59, -1.31, -0.09, 0.44, -0.39, -0.05, -0.11, -0.02, 0.63, -1.22, -0.57, 0.26, 0.36, 0.34, 0.58, 0.29, 0.53, 0.41, 0.46, 0.48, 0.28, 0.45, 0.23, 0.21, 0.39, 0.34, 0.30, -0.51, -0.20, -0.38, -0.20, -0.42, -0.17, 0.37, 0.37, 0.38, 0.38, 0.39],
  "relative_energy_kj_mol": 0.00,
  "lumo_ev": -3.271,
  "total_energy_ha": -911.4828,
  "charge": 1,
  "e_homo_ev": -11.701,
  "orbital_gap_ha": 0.310
}

---

No. 2
{
  "formula": "C5H12O2",
  "method": "ωB97M-V with the def2-TZVPD basis set",
  "elements": ["C", "C", "C", "O", "C", "H", "H", "H", "H", "H", "H", "H", "H", "C", "O", "H", "H", "H", "H"],
  "positions_angstrom": [[-0.7007, 0.5743, 0.4233], [0.8188, 0.3928, 0.2960], [1.2346, 0.3769, 1.7635], [0.4137, 1.3498, 2.3849], [-0.8623, 1.3285, 1.7615], [-1.1475, 1.1129, -0.4184], [-1.1961, -0.4026, 0.4971], [1.2729, 1.2524, -0.2097], [1.0876, -0.5206, -0.2428], [2.2767, 0.6608, 1.9370], [1.0656, -0.6215, 2.2026], [-1.5941, 0.8222, 2.4072], [-1.1871, 2.3666, 1.6264], [-0.1494, -1.3569, -2.7355], [-0.1427, -2.1177, -1.5446], [0.6601, -1.7409, -3.3608], [0.0361, -0.2883, -2.5479], [-1.0922, -1.4600, -3.2919], [-0.7939, -1.7287, -0.9477]],
  "forces_ev_per_a": [[-0.057, -0.007, -0.037], [0.035, 0.005, -0.009], [0.205, -0.155, -0.108], [0.023, 0.050, 0.092], [-0.281, 0.027, -0.093], [0.089, -0.074, 0.141], [0.057, 0.155, 0.019], [-0.077, -0.106, 0.087], [0.008, 0.188, 0.131], [-0.159, -0.057, -0.036], [-0.001, 0.160, -0.042], [0.128, 0.098, -0.054], [0.061, -0.171, 0.014], [0.067, 0.148, -0.352], [-0.231, 0.011, 0.182], [-0.111, 0.074, 0.060], [-0.023, -0.188, -0.018], [0.144, 0.016, 0.121], [0.125, -0.173, -0.097]],
  "mulliken_charge": [-0.50, -0.25, -0.55, -0.39, -0.47, 0.30, 0.22, 0.22, 0.33, 0.32, 0.27, 0.26, 0.26, -0.53, -0.49, 0.23, 0.23, 0.27, 0.29],
  "relative_energy_kj_mol": 147.87,
  "lumo_ev": 0.870,
  "total_energy_ha": -348.1485,
  "charge": 0,
  "smiles": "C1CCOC1.CO",
  "e_homo_ev": -9.690,
  "orbital_gap_ha": 0.388
}